Entry 1:
Computed, not measured: a cluster of 2 separate species, C6H12N2O4 in total at a distorted geometry, with ωB97M-V with the def2-TZVPD basis set.

Geometry (Å):
C 1.43 -0.10 0.76
C -2.09 1.11 -0.03
C -0.58 -0.40 -1.44
C 2.76 -1.86 -0.06
C 0.38 0.23 1.70
C -1.39 -0.18 -0.21
N 0.08 1.51 1.95
N -1.79 -1.27 0.54
O 1.95 0.71 0.01
O -2.56 -1.07 1.49
O -1.34 -2.38 0.27
O 1.75 -1.40 0.82
H -3.07 0.95 0.41
H -1.53 1.76 0.67
H -2.17 1.63 -0.97
H -0.16 -1.41 -1.43
H 0.23 0.33 -1.50
H -1.19 -0.29 -2.33
H 3.75 -1.66 0.37
H 2.68 -1.36 -1.02
H 2.61 -2.93 -0.17
H -0.04 -0.54 2.32
H 0.63 2.22 1.48
H -0.52 1.75 2.72

Properties
Molar mass (g mol⁻¹): 176.2
ΔE to the lowest compared entry with this formula, charge and spin (kJ/mol): 516.0
Orbital gap (alpha / beta) (eV): 6.7 / 7.8
Total charge: 0
2S+1: 1



Entry 2:
Computed, not measured: a cluster of 2 separate species, C6H12N2O6 in total at a distorted geometry, with ωB97M-V with the def2-TZVPD basis set.

Geometry (Å):
N 1.83 0.99 4.59
O 2.70 1.64 4.35
C 2.34 -1.96 -2.23
C 1.07 -1.35 -1.64
C 1.23 0.12 -1.26
C -0.04 0.77 -0.72
C -0.47 0.18 0.61
C -1.78 0.78 1.12
O -2.82 0.41 0.28
N -3.93 1.11 0.62
O -4.99 0.84 0.06
O -3.85 2.00 1.46
O 0.56 0.28 1.59
O 0.63 -0.86 2.29
H 2.21 -3.01 -2.49
H 2.65 -1.42 -3.13
H 3.16 -1.90 -1.51
H 0.25 -1.46 -2.35
H 0.77 -1.93 -0.76
H 2.02 0.21 -0.51
H 1.58 0.68 -2.14
H 0.12 1.84 -0.58
H -0.87 0.67 -1.44
H -0.64 -0.91 0.50
H -2.01 0.42 2.14
H -1.72 1.87 1.16

Properties
Molar mass (g mol⁻¹): 208.2
ΔE to the lowest compared entry with this formula, charge and spin (kJ/mol): 212.2
Orbital gap (alpha / beta) (eV): 11.2 / 6.7
Total charge: 0
2S+1: 1



Entry 3:
Computed, not measured: the molecule C6H12N2OS at a distorted geometry, with ωB97M-V with the def2-TZVPD basis set.

Geometry (Å):
O -0.40 -1.64 0.71
S 0.05 -0.43 0.05
N -0.24 0.15 -1.39
N -1.35 0.08 -2.15
C -2.26 -1.01 -2.28
C -2.68 0.24 -1.51
C 1.94 -0.53 -0.03
C 2.38 0.35 1.09
C 1.32 0.57 2.11
C -0.06 0.88 1.34
H -2.18 -1.90 -1.72
H -2.56 -1.01 -3.30
H -3.41 0.71 -2.15
H -2.77 0.52 -0.46
H 2.16 -0.25 -1.01
H 2.23 -1.70 0.11
H 2.73 1.32 0.68
H 3.22 -0.06 1.52
H 1.14 -0.27 2.68
H 1.59 1.47 2.77
H -0.82 0.64 2.04
H -0.05 1.88 0.90

Properties
Molar mass (g mol⁻¹): 160.2
ΔE to the lowest compared entry with this formula, charge and spin (kJ/mol): 538.2
Orbital gap (eV): 8.8
Total charge: 0
2S+1: 1



Entry 4:
Computed, not measured: the molecule C6H12N2OSi at a distorted geometry, with ωB97M-V with the def2-TZVPD basis set.

Geometry (Å):
C -1.99 -1.68 0.06
Si -0.87 -0.11 0.06
C -1.30 1.09 -1.54
C -1.12 1.08 1.56
C 0.97 -0.40 0.05
C 1.71 -1.61 0.04
C 3.04 -1.18 0.06
N 3.10 0.15 0.08
N 1.90 0.59 0.00
O 1.59 1.90 -0.06
H -2.83 -1.48 -0.49
H -1.53 -2.56 -0.41
H -2.38 -1.89 1.15
H -0.82 0.74 -2.42
H -2.32 1.16 -1.70
H -0.97 2.03 -1.32
H -0.42 0.87 2.34
H -0.94 2.15 1.23
H -2.19 1.21 1.75
H 1.17 -2.60 -0.02
H 3.92 -1.88 0.03
H 2.27 2.43 -0.45

Properties
Molar mass (g mol⁻¹): 156.3
ΔE to the lowest compared entry with this formula, charge and spin (kJ/mol): 228.0
Orbital gap (eV): 9.8
Total charge: 0
2S+1: 1



Entry 5:
Computed, not measured: a cluster of 2 separate species, C6H12N2S in total at a distorted geometry, with ωB97M-V with the def2-TZVPD basis set.

Geometry (Å):
C 2.05 0.91 1.48
C 0.61 0.99 1.85
C -0.08 2.17 1.98
N -1.41 1.76 2.15
C -1.34 0.40 2.42
N -0.13 -0.10 2.22
H 2.71 0.16 1.92
H 2.65 1.77 1.76
H 2.09 0.84 0.40
H 0.15 3.19 1.77
H -2.20 2.35 1.96
H -2.27 -0.18 2.45
C -0.95 -1.99 -2.93
C -0.17 -1.45 -1.78
S 1.29 -0.44 -2.07
H -1.95 -2.39 -2.64
H -0.54 -2.82 -3.50
H -1.27 -1.31 -3.72
H -0.87 -0.79 -1.23
H 0.16 -2.26 -1.11
H 1.48 -0.81 -3.39

Properties
Molar mass (g mol⁻¹): 144.2
ΔE to the lowest compared entry with this formula, charge and spin (kJ/mol): 91.3
Orbital gap (eV): 9.4
Total charge: 0
2S+1: 1



Entry 6:
Computed, not measured: a cluster of 2 separate species, C6H12N3O in total at a distorted geometry, with ωB97M-V with the def2-TZVPD basis set.

Geometry (Å):
C 0.55 1.95 0.77
C 0.77 0.94 -0.05
C -1.64 -0.32 -0.02
C 0.41 -1.74 -0.26
C -0.42 0.19 -2.12
C -0.23 -0.29 -0.61
N 1.24 -0.14 2.20
N 1.52 0.14 3.26
N 1.82 0.98 4.11
O 0.58 2.91 1.49
H 1.83 0.83 -0.49
H -2.13 0.70 -0.07
H -2.25 -1.21 -0.43
H -1.63 -0.72 1.05
H -0.17 -2.48 -0.71
H 1.42 -1.78 -0.40
H 0.31 -2.00 0.80
H -1.03 1.12 -2.33
H 0.60 0.33 -2.49
H -0.83 -0.61 -2.76
H 1.87 0.75 5.20
H 2.30 1.89 3.91

Properties
Molar mass (g mol⁻¹): 142.2
ΔE to the lowest compared entry with this formula, charge and spin (kJ/mol): 746.6
Orbital gap (alpha / beta) (eV): 6.8 / 6.8
Total charge: +1
2S+1: 1



Entry 7:
Computed, not measured: a cluster of 2 separate species, C6H12N3O2 in total at a distorted geometry, with ωB97M-V with the def2-TZVPD basis set.

Geometry (Å):
C -1.84 0.43 0.19
C -0.67 -0.32 0.17
C -3.09 -0.20 0.11
C 3.08 -0.27 -0.01
C -4.38 0.61 0.16
C 1.02 1.11 -0.43
N 4.13 -0.89 -0.53
N 2.96 -0.07 1.28
N 2.11 0.28 -0.76
O -3.23 -1.51 -0.05
O -0.40 -1.46 -0.06
H -1.63 1.48 0.38
H -4.44 0.99 -0.82
H -4.57 1.39 0.92
H -5.12 -0.24 0.30
H 1.37 1.82 0.42
H 0.55 1.54 -1.27
H 4.58 -1.71 -0.10
H 4.24 -0.68 -1.60
H 3.65 -0.38 1.95
H 2.04 0.04 1.71
H 1.93 0.02 -1.77
H -2.29 -1.97 -0.20

Properties
Molar mass (g mol⁻¹): 158.2
ΔE to the lowest compared entry with this formula, charge and spin (kJ/mol): 296.8
Orbital gap (alpha / beta) (eV): 8.3 / 8.3
Total charge: +1
2S+1: 1



Entry 8:
Computed, not measured: the ion C6H12N3S with charge +1 at a distorted geometry, with ωB97M-V with the def2-TZVPD basis set.

Geometry (Å):
C 2.55 -0.64 -0.25
C 1.52 0.31 0.13
N 1.52 1.60 0.30
C 0.42 2.28 0.49
N -0.71 1.97 -0.09
C -0.91 0.51 -0.62
N -2.26 0.19 -0.86
C -0.19 -0.42 0.32
C -0.25 -1.87 -0.15
S -0.57 -0.16 2.13
H 3.54 -0.13 -0.23
H 2.39 -1.17 -1.22
H 2.45 -1.52 0.63
H 0.46 3.16 1.02
H -1.46 2.64 -0.20
H -0.29 0.49 -1.64
H -2.80 0.75 -1.46
H -2.86 -0.13 -0.05
H -1.30 -2.39 0.23
H 0.50 -2.48 0.49
H 0.00 -2.18 -1.25
H -1.74 -0.81 2.30

Properties
Molar mass (g mol⁻¹): 158.3
ΔE to the lowest compared entry with this formula, charge and spin (kJ/mol): 218.3
Orbital gap (eV): 8.5
Total charge: +1
2S+1: 1



Entry 9:
Computed, not measured: a cluster of 2 separate species, C6H12N3S in total at a distorted geometry, with ωB97M-V with the def2-TZVPD basis set.

Geometry (Å):
C -3.11 -0.74 -0.45
C -2.75 -0.50 0.83
C -2.07 -0.36 -1.24
C 1.83 2.78 -0.38
C 1.87 -1.81 0.07
C 0.21 0.41 -0.79
N -1.48 0.02 0.83
N -1.05 0.00 -0.48
N 2.01 -1.88 1.34
S 1.05 1.42 0.47
H -4.11 -1.18 -0.69
H -3.33 -0.63 1.86
H -1.99 -0.42 -2.35
H 2.84 3.09 0.01
H 1.10 3.62 -0.23
H 1.73 2.46 -1.41
H 2.43 -1.04 -0.45
H 1.46 -2.73 -0.39
H 0.61 0.61 -1.78
H -0.99 0.48 1.48
H 2.44 -1.15 1.92
H 1.30 -2.47 1.83

Properties
Molar mass (g mol⁻¹): 158.3
ΔE to the lowest compared entry with this formula, charge and spin (kJ/mol): 409.5
Orbital gap (alpha / beta) (eV): 5.8 / 6.2
Total charge: +1
2S+1: 1



Entry 10:
Computed, not measured: a structure of composition C6H12N5O3 at a distorted geometry, with ωB97M-V with the def2-TZVPD basis set.

Geometry (Å):
C 0.74 0.53 1.79
C 1.05 1.28 0.69
C -1.74 -0.04 -0.63
C -0.29 -0.50 1.45
C 2.09 2.30 0.31
C 0.25 -1.87 1.63
N 0.22 0.88 -0.38
N -0.63 -0.09 0.05
N -2.72 -0.89 -0.20
N -1.87 0.83 -1.66
N 1.11 -0.92 -2.32
O -0.05 -1.05 -2.53
O 2.09 -1.45 -2.69
O 1.42 -0.06 -1.35
H 1.16 0.64 2.82
H -1.18 -0.32 1.96
H 1.89 3.19 0.81
H 1.93 2.47 -0.87
H 3.10 1.89 0.47
H -0.30 -2.79 1.95
H 1.00 -1.73 2.37
H 0.89 -2.05 0.72
H -2.77 -1.57 0.61
H -3.58 -0.82 -0.74
H -1.04 1.28 -2.03
H -2.78 0.83 -2.22

Properties
Molar mass (g mol⁻¹): 202.2
ΔE to the lowest compared entry with this formula, charge and spin (kJ/mol): 52.9
Orbital gap (alpha / beta) (eV): 8.5 / 8.5
Total charge: +1
2S+1: 1



Entry 11:
Computed, not measured: the ion C6H12NO with charge -1 at a distorted geometry, with ωB97M-V with the def2-TZVPD basis set.

Geometry (Å):
C 2.89 1.63 -0.33
C 1.69 1.29 0.16
C 1.29 -0.09 0.27
C -0.28 -0.24 0.38
C -0.82 -1.35 1.43
O -2.12 -1.58 1.27
N -0.90 -0.51 -0.95
C -2.30 0.04 -1.25
H 3.28 2.64 -0.40
H 3.49 0.97 -0.86
H 1.11 2.06 0.75
H 1.58 -0.67 -0.72
H 1.63 -0.54 1.20
H -0.69 0.70 0.70
H -0.24 -2.30 1.22
H -0.71 -0.89 2.45
H -0.96 -1.53 -1.22
H -2.37 0.06 -2.40
H -2.49 0.97 -0.84
H -3.07 -0.66 -0.87

Properties
Molar mass (g mol⁻¹): 114.2
ΔE to the lowest compared entry with this formula, charge and spin (kJ/mol): 152.5
Orbital gap (eV): 6.1
Total charge: -1
2S+1: 1



Entry 12:
Computed, not measured: the ion C6H12NO with charge -1 at a distorted geometry, with ωB97M-V with the def2-TZVPD basis set.

Geometry (Å):
C -0.37 0.52 2.38
C -0.43 0.83 1.09
C -0.17 2.25 0.62
C -0.72 -0.19 0.01
C 0.53 -0.66 -0.72
N 1.15 -1.80 -0.02
C 0.13 -1.01 -2.18
O -0.46 0.01 -2.82
H -0.25 1.29 3.15
H -0.20 -0.47 2.80
H -0.91 2.86 1.15
H -0.36 2.37 -0.44
H 0.81 2.60 0.92
H -1.33 -1.00 0.40
H -1.31 0.31 -0.76
H 1.26 0.15 -0.75
H 0.51 -2.30 0.58
H 1.55 -2.44 -0.69
H 1.09 -1.39 -2.63
H -0.53 -1.92 -2.08

Properties
Molar mass (g mol⁻¹): 114.2
ΔE to the lowest compared entry with this formula, charge and spin (kJ/mol): 16.9
Orbital gap (eV): 6.4
Total charge: -1
2S+1: 1